1.
{"formula": "C10H23IrO4S4Si", "method": "ωB97M-V with the def2-TZVPD basis set", "elements": ["Ir", "C", "C", "S", "C", "C", "S", "C", "C", "S", "H", "H", "H", "H", "H", "H", "H", "H", "H", "H", "H", "H", "O", "S", "O", "O", "O", "C", "Si", "C", "C", "C", "H", "H", "H", "H", "H", "H", "H", "H", "H", "H", "H"], "xyz": [[0.344, 0.404, 1.262], [2.947, -2.026, 1.006], [1.731, -2.934, 0.886], [0.161, -2.243, 1.540], [-0.990, -2.729, 0.214], [-0.622, -2.385, -1.221], [0.104, -0.733, -1.517], [1.795, -1.184, -2.073], [2.907, -0.457, -1.346], [2.768, -0.300, 0.475], [3.778, -2.455, 0.444], [3.234, -1.923, 2.051], [1.918, -3.842, 1.460], [1.546, -3.222, -0.145], [-1.914, -2.234, 0.507], [-1.136, -3.807, 0.294], [-1.535, -2.405, -1.816], [0.060, -3.114, -1.652], [1.830, -0.939, -3.134], [1.901, -2.262, -1.973], [2.954, 0.585, -1.663], [3.864, -0.927, -1.579], [0.244, 1.255, 3.329], [1.706, 1.446, 3.047], [2.408, 2.211, 4.022], [1.708, 2.072, 1.660], [2.226, 0.046, 2.863], [-0.549, 2.920, -0.878], [-2.130, 2.047, -0.325], [-3.339, 3.337, 0.348], [-2.969, 1.193, -1.802], [-1.755, 0.674, 0.922], [-0.763, 3.805, -1.480], [0.079, 2.252, -1.472], [0.034, 3.231, -0.008], [-3.519, 4.103, -0.410], [-2.939, 3.832, 1.236], [-4.302, 2.898, 0.615], [-3.360, 1.920, -2.517], [-3.808, 0.581, -1.459], [-2.270, 0.542, -2.332], [-2.312, -0.236, 0.693], [-2.036, 1.001, 1.929]], "nbo_charge": [0.9445, -0.5658, -0.5326, 0.3842, -0.5452, -0.5407, 0.2760, -0.5231, -0.5780, 0.3768, 0.2298, 0.2723, 0.2407, 0.2094, 0.2484, 0.2347, 0.2489, 0.2212, 0.2363, 0.2092, 0.2408, 0.2306, -0.8963, 2.5250, -0.9266, -0.9349, -1.0431, -1.1157, 1.6107, -1.1036, -1.1076, -1.0696, 0.2374, 0.2223, 0.2586, 0.2337, 0.2419, 0.2338, 0.2347, 0.2265, 0.2263, 0.1908, 0.2376], "e_above_lowest_kj_mol": 190.89, "total_charge": 0, "homo_energy_ha": [-0.2943, -0.2955], "orbital_gap_ha": [0.265, 0.264], "multiplicity": 1}

---

2.
{"formula": "C10H23K2O14", "method": "ωB97M-V with the def2-TZVPD basis set", "elements": ["K", "K", "C", "C", "O", "O", "H", "H", "H", "C", "C", "O", "O", "H", "H", "H", "C", "C", "O", "O", "H", "H", "H", "C", "C", "O", "O", "H", "H", "H", "C", "C", "O", "O", "H", "H", "H", "O", "H", "H", "O", "H", "H", "O", "H", "H", "O", "H", "H"], "xyz": [[2.423, -4.798, 5.302], [-3.470, -1.207, 6.488], [1.518, 0.403, 9.358], [1.317, -0.867, 10.110], [1.775, -1.089, 11.257], [0.735, -1.813, 9.472], [0.883, 0.432, 8.473], [2.563, 0.504, 9.066], [1.168, 1.224, 9.984], [-3.607, 2.321, -5.461], [-5.056, 1.994, -5.267], [-5.744, 2.892, -4.754], [-5.526, 0.896, -5.517], [-3.434, 3.328, -5.840], [-3.158, 1.627, -6.172], [-3.087, 2.329, -4.503], [-0.280, -3.702, -6.126], [0.224, -4.803, -7.095], [-0.514, -5.126, -8.057], [1.224, -5.505, -6.717], [-0.218, -2.666, -6.459], [0.383, -3.732, -5.261], [-1.267, -3.948, -5.733], [0.131, 0.012, 0.214], [0.317, -1.134, 1.285], [0.014, -0.891, 2.473], [0.793, -2.163, 0.839], [0.713, 0.827, 0.643], [-0.860, 0.427, 0.027], [0.583, -0.183, -0.759], [4.464, -0.052, -5.634], [5.592, -0.305, -4.688], [6.009, 0.755, -4.151], [5.998, -1.461, -4.431], [3.694, -0.753, -5.314], [4.576, -0.301, -6.689], [4.096, 0.973, -5.594], [-0.012, 3.180, 4.458], [0.927, 3.365, 4.444], [-0.069, 2.225, 4.423], [-3.989, 3.653, 2.158], [-3.134, 3.623, 2.585], [-4.281, 2.741, 2.141], [4.249, 3.240, 3.919], [4.621, 3.396, 3.051], [4.638, 2.413, 4.202], [-5.746, -0.535, 1.505], [-5.558, -0.881, 0.632], [-6.621, -0.865, 1.711]], "nbo_charge": [0.9832, 0.9930, -0.7171, 0.7309, -0.7657, -0.8613, 0.1976, 0.2149, 0.2043, -0.7219, 0.7343, -0.8316, -0.7781, 0.1885, 0.2004, 0.2084, -0.7334, 0.7488, -0.8094, -0.8119, 0.2030, 0.2076, 0.1953, -0.7455, 0.7734, -0.8738, -0.7529, 0.1938, 0.2009, 0.2237, -0.7309, 0.7414, -0.8247, -0.7931, 0.2203, 0.1914, 0.1957, -0.9552, 0.4786, 0.4763, -0.9401, 0.4709, 0.4692, -0.9439, 0.4766, 0.4675, -0.9464, 0.4898, 0.4572], "total_charge": -3, "homo_energy_ha": 0.0003, "orbital_gap_ha": 0.035, "multiplicity": 1}

---

3.
{"formula": "C10H23NSi", "method": "ωB97M-V with the def2-TZVPD basis set", "elements": ["C", "C", "Si", "N", "C", "C", "C", "C", "H", "H", "H", "H", "H", "H", "H", "H", "H", "H", "H", "H", "H", "H", "H", "C", "C", "C", "C", "H", "H", "H", "H", "H", "H", "H", "H"], "xyz": [[-1.270, 1.887, 2.606], [-1.203, 1.480, 1.157], [0.350, 1.528, 0.290], [1.994, 1.692, 0.595], [2.643, 2.235, 1.754], [0.218, 1.270, -1.531], [1.356, 0.585, -2.271], [-0.125, 2.634, -2.201], [-0.428, 1.407, 3.118], [-2.222, 1.614, 3.069], [-1.224, 2.889, 2.831], [-1.956, 0.985, 0.607], [2.654, 1.154, 0.064], [2.455, 1.526, 2.499], [3.657, 2.315, 1.447], [2.066, 3.161, 2.121], [-0.766, 0.696, -1.785], [1.773, -0.212, -1.686], [0.949, 0.170, -3.113], [2.215, 1.137, -2.407], [0.511, 3.481, -1.955], [-1.070, 3.051, -1.827], [-0.191, 2.626, -3.270], [0.958, -3.628, -0.248], [-0.327, -3.305, -0.544], [-1.507, -3.763, 0.253], [-2.495, -2.661, 0.382], [1.629, -3.184, -0.983], [1.293, -4.178, 0.544], [-0.629, -2.755, -1.531], [-1.213, -4.177, 1.221], [-1.829, -4.530, -0.359], [-2.097, -1.624, 0.494], [-3.105, -2.804, 1.173], [-3.063, -2.701, -0.514]], "nbo_charge": [-0.6323, -0.9693, 1.7285, -1.0851, -0.3957, -0.7066, -0.6047, -0.6117, 0.1907, 0.2057, 0.1955, 0.2324, 0.4041, 0.1845, 0.2014, 0.1939, 0.2342, 0.1956, 0.2121, 0.2039, 0.1999, 0.2193, 0.2040, -0.4350, -0.1265, -0.4550, -0.5999, 0.1929, 0.1956, 0.1936, 0.1996, 0.2109, 0.2157, 0.2075, 0.2004], "e_above_lowest_kj_mol": 267.62, "smiles": "C/C=[Si](\\NC)C(C)C.C=CCC", "total_charge": 0, "homo_energy_ha": [-0.2560, -0.2559], "orbital_gap_ha": [0.277, 0.277], "multiplicity": 1}

---

Computed values of total energy (unit: eV) for the preceding records, in sequence: -72988.7446; -72054.0327; -20106.9249.
Computed values of molecular weight (unit: g/mol) for the preceding records, in sequence: 555.86; 445.48; 185.39.